Here is 16 unconnected molecules or ions with the total composition C46H130N26O22 at a distorted geometry from OMol25. Energies are from wB97M-V/def2-TZVPD.

Last column: Löwdin charge in e.
Cartesian coordinates (Å):
1 C -7.68 -1.57 -8.35  -0.1407
2 O -6.52 -1.38 -9.09  -0.2118
3 C -5.95 -0.06 -9.11  -0.1623
4 C -4.49 0.10 -9.75  -0.1831
5 N -3.40 -0.16 -8.83  -0.0622
6 C -2.73 -1.47 -9.08  -0.1989
7 C -1.46 -1.81 -8.30  -0.2541
8 O -0.52 -0.87 -8.64  -0.2040
9 C 0.81 -1.13 -8.13  -0.0819
10 H -8.15 -2.52 -8.59  0.0894
11 H -8.46 -0.81 -8.47  0.0863
12 H -7.45 -1.62 -7.29  0.0703
13 H -5.83 0.24 -8.07  0.1066
14 H -6.66 0.55 -9.67  0.1129
15 H -4.31 1.16 -9.94  0.1148
16 H -4.36 -0.49 -10.66  0.1118
17 H -2.63 0.44 -9.09  0.0905
18 H -2.43 -1.57 -10.12  0.1144
19 H -3.41 -2.30 -8.91  0.1132
20 H -1.03 -2.79 -8.52  0.1227
21 H -1.58 -1.72 -7.22  0.1205
22 H 1.45 -0.29 -8.36  0.0806
23 H 1.23 -2.07 -8.49  0.0841
24 H 0.92 -1.30 -7.06  0.0821
25 C -0.38 -0.76 2.44  -0.0962
26 O 0.60 -1.45 1.66  -0.2031
27 C 0.04 -2.58 0.99  -0.2225
28 C -0.90 -2.30 -0.16  -0.2095
29 N -0.29 -1.36 -1.13  -0.0423
30 C -1.29 -0.94 -2.09  -0.2274
31 C -0.92 0.44 -2.72  -0.1639
32 O -0.65 1.35 -1.59  -0.2161
33 C 0.14 2.47 -2.07  -0.1023
34 H -1.23 -0.57 1.79  0.0812
35 H 0.02 0.19 2.77  0.0852
36 H -0.62 -1.28 3.37  0.0893
37 H -0.37 -3.26 1.74  0.1232
38 H 0.88 -3.16 0.63  0.1124
39 H -1.83 -1.88 0.23  0.1029
40 H -1.21 -3.25 -0.59  0.1221
41 H -0.15 -0.49 -0.63  0.0854
42 H -2.30 -0.78 -1.71  0.1114
43 H -1.35 -1.76 -2.79  0.1119
44 H -1.69 0.86 -3.37  0.1144
45 H -0.02 0.37 -3.32  0.1108
46 H -0.26 2.89 -2.99  0.0810
47 H 1.18 2.20 -2.24  0.0884
48 H 0.11 3.25 -1.31  0.0751
49 C 6.12 6.21 -2.73  -0.0725
50 O 6.25 7.40 -1.92  -0.2001
51 C 7.26 8.29 -2.21  -0.2473
52 C 6.98 9.52 -1.26  -0.1908
53 N 5.91 10.31 -1.86  -0.0573
54 C 5.92 11.57 -1.14  -0.2472
55 C 4.65 12.37 -1.51  -0.2295
56 O 4.73 13.76 -1.33  -0.1719
57 C 4.87 14.10 0.01  -0.1263
58 H 6.94 5.49 -2.70  0.0830
59 H 5.88 6.48 -3.76  0.0852
60 H 5.30 5.66 -2.26  0.0820
61 H 7.40 8.46 -3.28  0.1202
62 H 8.25 7.97 -1.90  0.1060
63 H 7.88 10.13 -1.25  0.1153
64 H 6.77 9.20 -0.24  0.1211
65 H 4.98 9.93 -1.74  0.1096
66 H 6.82 12.17 -1.21  0.1249
67 H 6.02 11.45 -0.06  0.0952
68 H 3.76 11.90 -1.09  0.1200
69 H 4.51 12.36 -2.59  0.1250
70 H 5.27 13.28 0.60  0.0718
71 H 3.98 14.36 0.57  0.0872
72 H 5.63 14.89 -0.02  0.0964
73 C 3.52 -11.27 1.20  -0.1133
74 O 3.97 -10.12 0.51  -0.2350
75 C 5.37 -9.85 0.72  -0.1687
76 C 5.39 -8.24 0.75  -0.1878
77 N 4.96 -7.81 2.07  -0.0879
78 C 5.14 -6.35 2.32  -0.1489
79 C 4.66 -6.12 3.79  -0.2242
80 O 5.67 -6.43 4.70  -0.2053
81 C 5.31 -6.61 6.04  -0.1162
82 H 2.43 -11.41 1.19  0.0832
83 H 3.77 -11.23 2.26  0.0845
84 H 3.97 -12.14 0.73  0.0864
85 H 6.00 -10.29 -0.05  0.1113
86 H 5.69 -10.34 1.64  0.1058
87 H 4.62 -7.95 0.04  0.1095
88 H 6.37 -7.85 0.48  0.1086
89 H 5.43 -8.33 2.79  0.1038
90 H 4.56 -5.76 1.62  0.1162
91 H 6.21 -6.11 2.27  0.1149
92 H 3.77 -6.70 4.02  0.1112
93 H 4.50 -5.06 3.98  0.1179
94 H 4.76 -5.76 6.47  0.0839
95 H 6.26 -6.71 6.57  0.0923
96 H 4.67 -7.47 6.21  0.0838
97 C -3.95 9.21 3.97  -0.0733
98 O -4.57 7.91 4.10  -0.1974
99 C -5.02 7.29 2.94  -0.2483
100 C -3.89 6.89 2.06  -0.2237
101 N -2.89 6.03 2.74  -0.0560
102 C -1.79 5.73 1.80  -0.2017
103 C -0.68 4.86 2.45  -0.2346
104 O 0.04 5.58 3.43  -0.1867
105 C 0.95 4.74 4.15  -0.0911
106 H -4.60 9.88 3.42  0.0838
107 H -2.97 9.17 3.50  0.0782
108 H -3.90 9.71 4.95  0.0860
109 H -5.69 7.95 2.39  0.1231
110 H -5.56 6.43 3.35  0.1274
111 H -3.27 7.76 1.86  0.0988
112 H -4.24 6.48 1.11  0.1198
113 H -2.58 6.43 3.62  0.1046
114 H -1.45 6.69 1.41  0.1073
115 H -2.20 5.25 0.92  0.1050
116 H -0.04 4.48 1.65  0.1133
117 H -1.25 4.05 2.89  0.1159
118 H 1.42 5.24 5.00  0.0817
119 H 1.78 4.41 3.53  0.0874
120 H 0.35 3.98 4.66  0.0866
121 C 1.27 -0.76 9.78  -0.1812
122 O 2.07 -1.74 10.29  -0.1853
123 C 1.20 -2.77 10.86  -0.1859
124 C 2.13 -3.89 11.41  -0.1726
125 N 1.15 -4.96 11.93  -0.0621
126 C 1.94 -6.10 12.59  -0.1798
127 C 1.01 -7.28 12.82  -0.2401
128 O 1.19 -8.28 11.82  -0.1975
129 C 0.29 -9.39 12.02  -0.0985
130 H 0.80 -1.03 8.84  0.0906
131 H 1.82 0.16 9.61  0.0854
132 H 0.56 -0.41 10.54  0.0853
133 H 0.65 -3.29 10.08  0.1177
134 H 0.61 -2.31 11.65  0.1219
135 H 2.62 -3.55 12.33  0.1090
136 H 2.90 -4.23 10.72  0.1111
137 H 0.68 -5.43 11.17  0.0882
138 H 2.47 -5.80 13.49  0.1114
139 H 2.70 -6.43 11.88  0.1080
140 H -0.03 -6.96 12.79  0.1153
141 H 1.17 -7.74 13.80  0.1157
142 H 0.21 -10.08 11.18  0.0818
143 H -0.74 -9.07 12.17  0.0799
144 H 0.60 -9.98 12.88  0.0819
145 C -5.86 1.93 0.88  -0.8163
146 O -6.45 0.88 0.81  0.0409
147 N -5.18 2.49 -0.08  0.1579
148 N -5.80 2.65 1.95  0.1694
149 H -4.58 3.30 -0.02  0.1048
150 H -5.54 2.18 -0.97  0.1134
151 H -6.01 2.16 2.81  0.1232
152 H -5.22 3.47 1.92  0.1017
153 C -5.98 -3.93 -4.57  -0.7825
154 O -6.52 -4.65 -3.77  0.0330
155 N -5.35 -4.33 -5.67  0.1666
156 N -6.01 -2.61 -4.42  0.1544
157 H -5.02 -3.62 -6.29  0.1015
158 H -5.42 -5.33 -5.85  0.1196
159 H -5.57 -1.95 -5.05  0.1008
160 H -6.51 -2.33 -3.59  0.1150
161 C 5.02 -1.28 0.19  -0.8188
162 O 6.17 -1.19 -0.06  0.0716
163 N 4.57 -1.28 1.39  0.1650
164 N 4.04 -1.52 -0.70  0.1589
165 H 3.61 -1.40 1.66  0.1047
166 H 5.23 -0.92 2.07  0.1215
167 H 4.23 -1.82 -1.65  0.1015
168 H 3.08 -1.78 -0.52  0.0836
169 C 2.77 -5.08 -3.91  -0.8688
170 O 3.67 -4.33 -3.97  0.0816
171 N 1.57 -4.91 -3.45  0.1611
172 N 2.87 -6.30 -4.28  0.1597
173 H 0.83 -5.58 -3.56  0.1137
174 H 1.39 -3.94 -3.21  0.1169
175 H 2.11 -6.82 -3.86  0.1054
176 H 3.80 -6.66 -4.45  0.1297
177 C -4.89 -2.37 6.64  -0.7570
178 O -5.08 -1.90 7.78  -0.0093
179 N -4.09 -3.37 6.30  0.1566
180 N -5.46 -1.85 5.59  0.1571
181 H -3.65 -3.87 7.06  0.1148
182 H -3.95 -3.64 5.34  0.1068
183 H -5.19 -2.30 4.73  0.1051
184 H -5.97 -0.99 5.70  0.1222
185 C -4.32 5.38 -5.29  -0.8848
186 O -5.00 6.17 -4.68  0.0453
187 N -4.63 4.17 -5.42  0.1650
188 N -3.35 5.66 -6.05  0.1780
189 H -4.25 3.51 -6.08  0.1216
190 H -5.55 4.00 -5.04  0.1277
191 H -2.72 4.93 -6.37  0.1166
192 H -3.05 6.62 -5.99  0.1283
193 C 0.74 8.92 -5.28  -0.7312
194 O 0.30 9.20 -6.38  0.0148
195 N 0.93 7.68 -4.83  0.1531
196 N 0.92 9.83 -4.30  0.1444
197 H 1.23 7.58 -3.87  0.1004
198 H 0.69 6.90 -5.43  0.1129
199 H 0.82 10.82 -4.47  0.1122
200 H 1.29 9.56 -3.40  0.0931
201 C 0.47 3.87 -9.09  -0.7874
202 O 0.27 3.78 -7.86  -0.0125
203 N 0.48 4.99 -9.70  0.1681
204 N 0.76 2.88 -9.89  0.1661
205 H 0.52 4.96 -10.71  0.1162
206 H 0.45 5.85 -9.16  0.1300
207 H 0.75 2.00 -9.40  0.1045
208 H 0.86 2.92 -10.89  0.1161
209 C -5.60 -4.92 0.97  -0.8297
210 O -5.38 -4.67 2.15  0.0066
211 N -6.35 -4.24 0.28  0.1769
212 N -5.25 -6.01 0.30  0.1636
213 H -6.77 -4.46 -0.61  0.1267
214 H -6.59 -3.35 0.70  0.1381
215 H -5.39 -5.98 -0.70  0.0997
216 H -4.66 -6.74 0.66  0.1147
217 C 0.27 -8.32 1.89  -0.8517
218 O -0.85 -8.01 2.07  0.0771
219 N 1.13 -8.72 2.71  0.1798
220 N 0.82 -8.52 0.70  0.1511
221 H 0.95 -8.69 3.70  0.1352
222 H 2.04 -8.62 2.27  0.0942
223 H 0.36 -8.31 -0.18  0.1112
224 H 1.80 -8.74 0.65  0.0764

Output
**HOMO energy**: -0.3247 hartree
**DFT total energy**: -4909.347195 Ha
**Frontier orbital gap**: 8.58 eV